The following is a DFT calculation (ωB97M-V with the def2-TZVPD basis set) of a cluster of 2 separate species, C5H16N3 in total in a non-equilibrium geometry.

**Orbital gap**: 8.49 eV
**Highest occupied orbital energy**: -11.98 eV
**Energy relative to the best compared isomer or geometry (same formula, charge and spin)**: 1.4787 eV
**LUMO level**: -3.485 eV

```
! wB97M-V def2-TZVPD RIJCOSX def2/J DEFGRID3
* xyz 1 1
C -0.252 1.219 -1.791
C 0.565 1.238 -0.505
N 1.366 2.442 -0.360
C 2.519 2.281 0.514
H -0.715 0.238 -1.941
H 0.409 1.409 -2.634
H -1.074 1.935 -1.805
H 1.318 0.440 -0.556
H -0.081 1.056 0.374
H 0.779 3.194 -0.014
H 2.966 3.258 0.677
H 2.291 1.798 1.476
H 3.268 1.653 0.026
C -0.426 -2.956 -0.790
N -0.677 -1.780 0.067
C -1.440 -1.830 1.122
N -1.810 -0.778 1.816
H 0.602 -3.282 -0.638
H -0.585 -2.653 -1.821
H -1.103 -3.760 -0.521
H -0.308 -0.911 -0.319
H -1.657 -2.828 1.482
H -1.692 0.160 1.468
H -2.229 -0.861 2.727
*
```